Computed, not measured: a molecular structure, C6H3Cl2RuS4Sb at a distorted geometry, with ωB97M-V with the def2-TZVPD basis set.

Its LUMO energy (spin up / spin down) is -6.49 / -6.78 eV. Its net charge is +1. The largest force on an atom comes out at 1.17 eV/A. For the energy above the lowest of the compared OMol25 structures with the same formula, charge and spin, the calculation gives 0.320 eV. For the orbital gap (spin up / spin down), the calculation gives 5.858 / 5.500 eV. Its spin multiplicity is 2.

Geometry (Å):
H: 1.85611 4.47335 0.40589
C: 4.61479 1.76526 0.51240
H: 4.24384 5.11037 0.23388
C: 3.27187 1.36702 0.61393
Cl: 0.62488 1.96479 0.68167
S: -1.15373 -0.24757 2.45794
S: 2.88383 -0.31836 0.78586
S: 0.86676 -2.51983 1.80556
C: 2.63119 3.72155 0.43410
Sb: -1.50904 -2.26668 1.15965
C: 4.95927 3.09965 0.37540
C: 3.97147 4.06937 0.33793
Cl: 5.86467 0.58598 0.55054
Ru: 0.70214 -0.47553 1.14822
S: -0.34627 -1.14166 -0.65185
C: 2.32064 2.38613 0.56752
H: 6.00369 3.36638 0.30130

Forces on atoms 1 to 3 (eV/Å):
-0.037 -0.025 0.008
0.009 0.047 -0.004
0.010 -0.001 -0.003


Computed, not measured: a gas-phase ion, C6H3O5 (charge -1) at a distorted geometry, with ωB97M-V with the def2-TZVPD basis set.

Its LUMO energy is 3.78 eV. Its net charge is -1. The SMILES is CC([O-])=C1C(=O)C2(OO2)C1=O. The largest force on an atom comes out at 5.06 eV/A. For the energy above the lowest of the compared OMol25 structures with the same formula, charge and spin, the calculation gives 0.194 eV. For the orbital gap, the calculation gives 8.474 eV.

Geometry (Å):
C: -2.08952 -0.60830 -0.13428
O: 1.27667 1.94914 1.14908
C: -0.64607 -1.08805 -0.03185
O: -3.15819 -1.05265 0.60578
O: -2.15202 1.93644 -0.14971
C: -1.55366 0.91442 -0.12310
C: 2.39550 0.16863 -0.15466
O: -0.27774 -2.24354 -0.07918
H: 3.06715 0.88497 -0.68760
C: -0.14126 0.27397 0.20663
C: 1.15416 0.94492 0.44857
O: -3.12392 -1.15697 -0.85877
H: 2.99429 -0.27840 0.66889
H: 2.25462 -0.64457 -0.85979

Forces on atoms 1 to 3 (eV/Å):
0.756 1.995 -0.602
0.254 -0.866 -1.190
-0.163 1.176 0.348


Computed, not measured: 13 unconnected molecules or ions with the total composition C6H40N2O12 at a distorted geometry, with ωB97M-V with the def2-TZVPD basis set.

Its LUMO energy is -0.05 eV. The largest force on an atom comes out at 6.37 eV/A. For the energy above the lowest of the compared OMol25 structures with the same formula, charge and spin, the calculation gives 5.825 eV. For the orbital gap, the calculation gives 8.383 eV.

Geometry (Å):
O: 0.45490 3.03283 -2.72711
H: -0.10619 3.12214 -3.45823
H: -2.57933 0.29251 3.34360
H: -0.80973 -2.73649 -1.61425
H: -3.08426 -0.37435 -0.87862
H: -3.81791 0.74392 -1.73416
H: 1.16173 1.53661 -0.42080
H: -1.11530 -4.26240 -0.11962
H: 1.21585 -2.05783 3.32721
H: -0.24198 4.15255 -0.56496
O: 0.34279 0.42361 2.96948
C: 1.26810 0.37074 -0.23481
H: 1.65290 3.59012 0.98341
H: -0.45262 -0.49578 -3.25626
H: 2.80458 -2.03134 -2.10472
O: -0.89131 -2.59850 -2.60576
H: 1.06030 4.52968 -1.35287
H: 3.96993 -0.19976 -0.52531
C: -0.27648 -0.17146 -0.08193
H: 3.22106 1.32549 1.53155
H: 0.84797 0.09012 -3.81363
O: -0.03173 0.31771 -3.72453
H: 2.63142 3.47963 2.23490
H: 2.18076 -2.05475 -0.36948
H: 0.05329 -0.98411 0.60579
H: 1.70782 -1.46853 2.12521
C: 2.01923 -1.67021 -1.40005
C: 3.45757 0.27338 -1.32180
H: -2.62542 -3.84807 -0.25953
N: 1.95781 -0.18694 -1.39114
O: -4.14650 -1.56421 1.40842
N: -1.21897 0.79115 0.44456
O: 2.38097 3.18753 1.38352
O: 3.93992 0.66292 1.53802
H: 3.77700 0.20836 -2.39246
H: 1.80084 0.34455 0.71323
H: -1.47469 -3.51649 2.44816
O: -1.90017 -4.15831 -0.78446
H: -2.52887 2.29836 0.48677
H: -4.37938 0.64719 0.05219
O: -2.07803 -0.21891 2.80872
H: -4.48519 -0.72709 1.94895
H: 1.07604 -2.07935 -1.56207
H: -0.54742 -0.46733 -1.12028
H: 3.56690 1.28893 -0.92755
H: 4.60558 1.33041 1.60538
O: -1.26762 -3.44146 1.53358
H: -1.81916 1.96750 -1.23301
H: -3.30358 -1.51920 1.75676
H: -1.62728 -3.04091 -2.81581
C: -2.27324 1.53034 -0.32724
O: 0.72526 4.37953 -0.50324
H: -0.51092 0.05191 2.65066
H: -2.11029 0.33132 2.01027
H: -0.50680 -2.86618 1.57631
C: -3.51359 0.62529 -0.66180
H: 0.91923 2.17991 -2.70185
O: 1.27180 -2.26683 2.46903
H: -0.75738 1.34048 1.14698
H: 0.40982 0.55999 3.88665

Forces on atoms 1 to 3 (eV/Å):
1.538 0.311 1.922
-0.952 -0.585 -1.764
-2.448 2.221 3.569


Computed, not measured: a molecular structure, C6H40NO13S at a distorted geometry, with ωB97M-V with the def2-TZVPD basis set.

Its LUMO energy is 2.33 eV. Its net charge is -1. The largest force on an atom comes out at 6.16 eV/A. For the energy above the lowest of the compared OMol25 structures with the same formula, charge and spin, the calculation gives 6.032 eV. For the orbital gap, the calculation gives 6.504 eV.

Geometry (Å):
H: -2.93045 -1.83688 2.38581
H: -1.24788 -0.10488 -5.22425
O: -1.84518 3.30104 -3.87398
H: 3.57191 -0.53539 -0.90497
O: -1.16149 3.01926 0.51335
H: 4.48437 0.81789 -0.56745
H: -0.69344 0.27256 -3.65444
O: 4.65230 -2.24724 2.16125
H: 2.56722 -0.62048 2.58704
H: 3.02186 3.57803 2.12645
O: -3.01009 -2.59033 1.76840
O: -3.46937 0.93741 -2.23445
H: 2.06358 0.46100 1.62708
N: -0.93705 -0.97730 -1.85772
C: 0.84883 -2.62166 -1.61287
S: 3.61026 -2.27472 -1.07235
C: 0.24707 1.22594 -1.22300
O: -0.95255 0.62499 -4.57220
H: -3.14322 1.14595 -3.08069
H: 2.38195 -4.03135 -1.77720
H: -0.16407 3.98586 3.65972
C: 0.22114 -1.64236 -2.51863
C: -2.02494 -1.95195 -1.46405
H: -3.36197 0.07192 3.56337
C: -0.54036 -0.04127 -0.66983
H: -1.76522 -2.64664 -0.68580
H: 0.04249 -0.50974 0.11673
H: -2.98845 -1.54485 -1.05732
O: 0.51019 3.39757 4.05828
H: -1.05307 3.54507 -3.30424
H: -2.30249 -2.53272 -2.33159
H: 0.94315 0.62989 -1.85194
H: 0.20355 -3.56208 -1.61598
H: 4.09553 -2.91022 1.85238
O: -3.47113 0.04932 2.61777
H: -0.43456 -1.64836 4.86086
H: -4.32962 0.61492 -2.50150
O: 2.35134 2.89609 1.89675
H: -1.47136 2.77684 -0.29156
C: 2.23653 -3.02569 -2.04103
H: -0.99825 1.48236 3.25558
H: -0.59801 2.35968 1.01598
H: -1.37814 2.60933 -4.37704
H: 2.93945 2.07453 1.73975
H: -1.82824 1.00561 4.57520
H: -3.70059 -2.23819 1.12801
H: 2.43921 -2.87151 -3.05776
H: -1.54393 0.41856 -0.34603
H: 0.94019 1.89433 -0.65415
H: 1.04439 3.17474 3.17555
H: 0.99793 -2.13240 -0.58689
O: -0.28673 -0.77875 4.68162
H: -0.43162 1.58987 -2.00561
O: 2.06736 0.27747 2.61292
H: 0.20634 -0.45043 3.96656
O: -1.80817 1.53068 3.81838
H: 0.20631 -1.92757 -3.57945
H: 4.81627 -1.62699 1.34758
H: -2.72075 0.64648 2.28459
O: 3.88497 0.15184 -0.13588
H: 0.99673 -0.68511 -2.66508

Forces on atoms 1 to 3 (eV/Å):
-0.103 -0.142 -0.483
0.941 1.547 2.274
2.329 0.151 0.896


Q: Look up the largest force on an atom of the second one.
A: 5.06 eV/A


Repeat the second record exactly.
Computed, not measured: a gas-phase ion, C6H3O5 (charge -1) at a distorted geometry, with ωB97M-V with the def2-TZVPD basis set.

Its LUMO energy is 3.78 eV. Its net charge is -1. The SMILES is CC([O-])=C1C(=O)C2(OO2)C1=O. The largest force on an atom comes out at 5.06 eV/A. For the energy above the lowest of the compared OMol25 structures with the same formula, charge and spin, the calculation gives 0.194 eV. For the orbital gap, the calculation gives 8.474 eV.

Geometry (Å):
C: -2.08952 -0.60830 -0.13428
O: 1.27667 1.94914 1.14908
C: -0.64607 -1.08805 -0.03185
O: -3.15819 -1.05265 0.60578
O: -2.15202 1.93644 -0.14971
C: -1.55366 0.91442 -0.12310
C: 2.39550 0.16863 -0.15466
O: -0.27774 -2.24354 -0.07918
H: 3.06715 0.88497 -0.68760
C: -0.14126 0.27397 0.20663
C: 1.15416 0.94492 0.44857
O: -3.12392 -1.15697 -0.85877
H: 2.99429 -0.27840 0.66889
H: 2.25462 -0.64457 -0.85979

Forces on atoms 1 to 3 (eV/Å):
0.756 1.995 -0.602
0.254 -0.866 -1.190
-0.163 1.176 0.348


Q: Which of these has the lowest largest force on an atom?
A: C6H3Cl2RuS4Sb


Q: Among the records above, which one has the highest energy above the lowest of the compared OMol25 structures with the same formula, charge and spin?
A: C6H40NO13S